Version a
Computed, not measured: 2 unconnected molecules or ions with the total composition C2H4O3S, with wB97M-V/def2-TZVPD.

Last column: natural (NBO) charge in e.
CARTESIAN COORDINATES (ANGSTROEM)
S -2.434 1.033 -0.562  -0.241
O 0.653 -1.330 0.860  -0.452
O 2.331 -0.947 -0.834  -0.662
O 0.602 0.931 1.465  -0.511
C 1.055 -0.714 -0.402  0.221
C 0.725 -0.026 0.824  0.733
H 2.874 -0.251 -0.350  0.488
H -3.498 1.624 -0.339  0.122
H -2.593 0.483 0.532  0.118
H 0.284 -0.803 -1.195  0.183

Multiplicity = 1
LUMO = 0.55 eV
HOMO energy = -9.97 eV


Version b
Computed, not measured: a single C2H4O3S molecule, with wB97M-V/def2-TZVPD.

Last column: natural (NBO) charge in e.
CARTESIAN COORDINATES (ANGSTROEM)
S 0.135 0.638 -0.526  2.064
O -0.894 1.569 -0.781  -0.913
O 1.396 0.953 -1.135  -0.891
O -0.514 -0.873 1.289  -0.435
C -0.193 -1.079 -0.976  -0.370
C 0.006 0.355 1.392  -0.239
H 0.730 -1.472 -0.994  0.185
H 0.914 0.310 1.820  0.184
H -0.722 1.036 1.611  0.201
H -0.857 -1.439 -1.700  0.214

Multiplicity = 1
LUMO (alpha / beta) = -1.70 / -2.42 eV
HOMO energy (alpha / beta) = -10.68 / -10.52 eV


Each structure's energy above the most stable one, in eV: version a 0.000; version b 3.660.


Version a
Computed, not measured: 2 unconnected molecules or ions with the total composition C3H8O4, with wB97M-V/def2-TZVPD.

Last column: natural (NBO) charge in e.
CARTESIAN COORDINATES (ANGSTROEM)
O 0.127 0.759 -1.633  -0.514
O 1.765 2.267 -2.277  -0.562
O -1.204 -1.549 2.865  -0.924
O 0.245 -0.857 -0.043  -0.545
C 0.732 1.647 -2.472  0.646
C 0.983 0.107 -0.744  0.223
C -0.942 -0.409 0.612  -0.315
H -0.489 -1.023 2.441  0.483
H 1.473 0.763 0.001  0.155
H 0.003 1.869 -3.276  0.126
H -1.186 -1.126 1.414  0.233
H -0.735 0.573 1.069  0.154
H -1.818 -0.312 -0.051  0.185
H 1.777 -0.458 -1.269  0.175
H -0.732 -2.252 3.366  0.481

Multiplicity = 1
LUMO = 0.70 eV
HOMO energy = -10.25 eV


Version b
Computed, not measured: 2 unconnected molecules or ions with the total composition C3H8O4, with wB97M-V/def2-TZVPD.

Last column: natural (NBO) charge in e.
CARTESIAN COORDINATES (ANGSTROEM)
O -0.386 -0.878 -0.086  -0.709
O 2.044 0.441 -1.040  -0.714
O -1.155 -0.047 1.855  -0.570
O -2.660 -0.790 -2.111  -0.943
C 2.059 0.507 0.372  -0.060
C -0.372 -0.004 0.953  0.795
C 0.736 1.031 0.887  -0.541
H 0.772 1.464 1.891  0.239
H -3.423 -0.615 -2.676  0.478
H 2.974 0.460 -1.324  0.470
H -2.305 0.102 -2.005  0.468
H 2.350 -0.471 0.770  0.169
H -1.300 -0.966 -0.390  0.510
H 0.453 1.834 0.223  0.241
H 2.843 1.182 0.713  0.165

Multiplicity = 1
LUMO = 0.53 eV
HOMO energy = -10.27 eV


Each structure's energy above the most stable one, in eV: version a 1.991; version b 0.000.


Version a
Computed, not measured: 2 unconnected molecules or ions with the total composition C28H32N3O2, with wB97M-V/def2-TZVPD.

Last column: natural (NBO) charge in e.
CARTESIAN COORDINATES (ANGSTROEM)
O 1.310 -2.718 -2.375  -0.540
O 2.874 -3.300 -0.869  -0.669
N -5.050 -2.783 -0.405  -0.342
N 0.653 4.894 3.113  -0.361
N 3.746 -0.469 -1.023  -0.216
C -3.472 -3.120 -2.135  -0.455
C 0.717 2.567 0.403  -0.137
C 0.262 3.770 2.460  0.253
C 1.165 -4.151 -2.589  -0.072
C 2.519 -0.981 -1.414  -0.345
C 0.951 3.644 1.228  0.002
C -0.836 1.681 2.069  -0.098
C 1.877 4.807 1.092  -0.451
C -1.805 -0.169 -0.239  -0.205
C 2.293 -2.395 -1.479  0.722
C 0.243 -4.345 -3.767  -0.629
C 5.741 -0.621 0.317  -0.202
C -1.969 -1.178 -1.249  -0.123
C -4.744 -3.714 -1.474  -0.203
C 1.701 5.608 2.411  -0.198
C -2.939 0.076 0.611  -0.090
C -4.093 -1.830 -0.261  0.264
C -0.643 2.781 2.880  -0.303
C 0.220 5.300 4.427  -0.410
C -4.027 -0.775 0.665  -0.288
C 5.940 0.758 0.227  -0.218
C 4.037 0.864 -1.260  -0.012
C -0.578 0.535 -0.152  0.119
C 4.671 -1.220 -0.321  -0.009
C 5.089 1.482 -0.618  -0.208
C -3.081 -1.990 -1.243  0.001
C -6.162 -3.028 0.479  -0.409
C -0.248 1.571 0.766  -0.209
H -0.221 -5.336 -3.749  0.217
H 1.231 2.491 -0.559  0.215
H -1.473 0.874 2.421  0.224
H 0.757 -4.620 -1.686  0.183
H 0.888 4.931 5.223  0.207
H 6.698 1.248 0.830  0.232
H 0.813 -4.269 -4.699  0.217
H 5.223 2.554 -0.759  0.231
H 0.170 0.287 -0.904  0.212
H 3.330 1.367 -1.916  0.214
H -5.583 -3.794 -2.182  0.212
H -4.550 -4.722 -1.071  0.204
H 1.604 5.436 0.234  0.233
H -1.167 2.884 3.825  0.231
H 2.921 4.489 0.955  0.232
H -3.720 -2.754 -3.144  0.235
H -4.818 -0.631 1.395  0.230
H -7.084 -3.170 -0.103  0.219
H 2.140 -4.592 -2.815  0.201
H -1.202 -1.297 -2.018  0.235
H 4.443 -2.271 -0.237  0.278
H -6.014 -3.940 1.081  0.213
H 1.404 6.651 2.226  0.207
H -6.300 -2.182 1.159  0.217
H 2.633 5.625 2.998  0.202
H 6.377 -1.271 0.914  0.240
H -2.949 0.961 1.238  0.228
H -2.676 -3.870 -2.239  0.240
H -0.786 4.914 4.629  0.215
H 1.893 -0.342 -2.028  0.194
H -0.557 -3.599 -3.786  0.203
H 0.213 6.397 4.488  0.221

Net charge = +1
Multiplicity = 1
LUMO = -4.11 eV
HOMO energy = -9.32 eV


Version b
Computed, not measured: a gas-phase ion, C28H32N3O2 (charge +1), with wB97M-V/def2-TZVPD.

Last column: natural (NBO) charge in e.
CARTESIAN COORDINATES (ANGSTROEM)
O -0.437 6.262 -2.606  -0.497
O -1.229 -0.067 -2.231  -0.489
N -1.515 0.019 1.995  -0.298
N 0.201 -1.362 1.043  -0.561
N -1.861 -2.300 1.947  -0.488
C -0.140 -2.055 -1.505  -0.073
C 4.295 -0.495 3.637  -0.196
C -0.692 1.233 1.840  -0.430
C -1.205 2.678 -2.907  -0.159
C -0.915 -1.400 -2.506  0.311
C 0.409 4.411 -1.410  -0.248
C 4.659 -0.410 1.268  -0.213
C -0.427 -4.068 -2.886  -0.234
C 2.560 -1.252 2.095  -0.064
C -1.900 -3.394 0.953  -0.410
C -1.559 -2.879 3.274  -0.412
C 3.369 -0.878 1.021  -0.159
C 2.993 -0.948 3.407  -0.216
C 0.401 3.073 -1.139  -0.194
C 0.583 0.167 -0.753  -0.336
C -1.356 -1.975 -3.691  -0.260
C -0.438 4.905 -2.438  0.350
C -2.881 0.262 2.478  -0.423
C -0.322 0.718 -1.599  0.323
C -1.068 -1.172 1.621  0.785
C 1.244 -2.034 1.881  -0.244
C -0.383 2.154 -1.864  -0.090
C 5.161 -0.231 2.556  -0.197
C -1.043 -3.314 -3.903  -0.155
C -1.197 4.007 -3.209  -0.311
C -1.492 6.918 -3.385  -0.258
C 0.674 -1.278 -0.514  -0.047
C 0.031 -3.427 -1.749  -0.186
H 2.331 -1.101 4.274  0.213
H -1.771 4.364 -4.078  0.231
H 6.173 0.171 2.723  0.233
H 0.358 0.979 2.077  0.242
H -1.382 -3.764 -4.838  0.231
H 1.258 0.817 -0.182  0.228
H 1.050 5.099 -0.896  0.235
H 1.323 -3.071 1.480  0.208
H -3.478 0.784 1.744  0.231
H 1.727 -1.711 -0.482  0.236
H -0.765 1.653 0.809  0.248
H -2.431 -3.461 3.558  0.221
H 0.520 -4.070 -1.005  0.211
H -1.064 1.987 2.554  0.225
H 1.012 2.710 -0.297  0.206
H -1.381 7.985 -3.119  0.214
H -0.302 -5.127 -3.071  0.233
H 4.628 -0.293 4.653  0.226
H 0.988 -2.146 2.973  0.222
H -1.912 -1.378 -4.400  0.243
H -2.482 6.548 -3.099  0.188
H -1.309 6.765 -4.455  0.188
H 5.264 -0.127 0.413  0.221
H -2.498 -4.202 1.375  0.225
H -0.693 -3.553 3.243  0.197
H -1.380 -2.092 4.022  0.211
H -0.899 -3.782 0.703  0.190
H -3.326 -0.720 2.670  0.248
H -1.870 2.026 -3.468  0.228
H -2.875 0.840 3.387  0.227
H -2.361 -3.025 0.018  0.223
H 3.030 -0.973 -0.007  0.193

Net charge = +1
Multiplicity = 1
LUMO = -3.12 eV
HOMO energy = -10.26 eV


Each structure's energy above the most stable one, in eV: version a 0.000; version b 1.703.


Version a
Computed, not measured: 2 unconnected molecules or ions with the total composition C3H3BrN2O, with wB97M-V/def2-TZVPD.

Last column: natural (NBO) charge in e.
CARTESIAN COORDINATES (ANGSTROEM)
Br 3.039 0.204 -0.078  0.225
O 0.627 2.003 0.203  -0.359
N 1.422 -0.459 -0.614  -0.775
N 0.464 -2.452 0.402  -0.452
C -0.081 1.095 0.044  0.890
C 0.898 -1.532 -0.101  0.361
C -1.324 0.418 -0.032  -0.805
H -1.551 -0.338 0.836  0.335
H -1.999 1.143 0.288  0.273
H -1.496 -0.082 -0.948  0.308

Multiplicity = 1
LUMO = -0.52 eV
HOMO energy = -8.50 eV


Version b
Computed, not measured: a single C3H3BrN2O molecule, with wB97M-V/def2-TZVPD.

Last column: natural (NBO) charge in e.
CARTESIAN COORDINATES (ANGSTROEM)
Br 3.565 -0.665 0.021  0.119
O -1.343 2.949 0.017  -0.417
N 1.851 0.067 0.104  -0.458
N 0.911 -0.830 -0.068  -0.259
C -1.313 0.491 0.100  -0.590
C -1.288 1.799 -0.073  0.758
C -0.394 -0.622 0.030  -0.032
H -1.008 -1.597 -0.168  0.206
H -2.262 0.243 0.322  0.264
H 1.281 -1.835 -0.285  0.410

Multiplicity = 1
LUMO (alpha / beta) = 0.18 / 0.18 eV
HOMO energy (alpha / beta) = -7.43 / -7.44 eV


Each structure's energy above the most stable one, in eV: version a 0.000; version b 0.604.